[1]
Formula: C5H6O2
Source: the OMol25 dataset
Level of theory: ωB97M-V/def2-TZVPD

Results
- max |F| (eV Å⁻¹) = 0.5
- structure (SMILES) = C#C[C@@H](C)OC=O
- ΔE to the lowest compared entry with this formula, charge and spin (kcal per mole) = 46.3
- electronic energy (eV) = -9375.0897
- HOMO energy (eV) = -10.38

Atoms and positions in Å:
C: 2.326 1.083 0.476
C: 1.264 0.542 0.310
C: -0.009 -0.179 0.190
C: -0.941 -0.013 1.394
O: -0.706 0.259 -1.000
C: -0.641 -0.531 -2.084
O: -0.047 -1.572 -2.174
H: 3.303 1.499 0.604
H: 0.177 -1.246 0.074
H: -0.435 0.438 2.253
H: -1.296 -1.001 1.695
H: -1.797 0.604 1.112
H: -1.240 -0.081 -2.888

Here are the Löwdin charges for atoms 1 to 5, given in e: C 0.14; C -0.06; C -0.36; C -0.02; O -0.01

[2]
Formula: C41H38F5NO6SiW
Source: the OMol25 dataset
Level of theory: ωB97M-V/def2-TZVPD

Results
- max |F| (eV Å⁻¹) = 0.4
- ΔE to the lowest compared entry with this formula, charge and spin (kcal per mole) = 8.0
- electronic energy (eV) = -80197.8209
- HOMO energy (eV) = -7.65

Atoms and positions in Å:
W: -1.549 -0.444 -0.044
C: -4.653 -1.181 1.972
C: -4.696 -2.230 0.977
C: -3.567 -2.753 0.473
C: -2.265 -2.259 0.912
C: -2.216 -1.221 1.902
C: -3.481 -0.710 2.426
H: -5.584 -0.789 2.360
H: -5.658 -2.606 0.656
H: -3.590 -3.564 -0.243
H: -1.433 -2.946 0.803
H: -1.358 -1.128 2.561
H: -3.440 0.050 3.194
O: -5.131 1.478 -0.316
C: -3.991 1.342 -0.646
O: -3.306 0.187 -0.508
C: -3.100 2.417 -1.189
C: -3.230 3.749 -0.821
C: -2.185 4.633 -1.060
C: -0.981 4.186 -1.597
C: -0.898 2.859 -1.967
C: -1.964 1.998 -1.850
N: 0.388 2.243 -2.306
O: 1.262 2.924 -2.789
O: 0.488 1.061 -2.015
H: -4.123 4.068 -0.300
H: -2.277 5.668 -0.758
H: -0.120 4.834 -1.693
H: -1.893 0.996 -2.252
F: 0.284 -4.698 -5.719
C: -0.179 -3.867 -4.780
C: -0.510 -2.563 -5.100
F: -0.374 -2.133 -6.357
C: -0.962 -1.704 -4.118
F: -1.268 -0.441 -4.446
C: -1.101 -2.106 -2.789
O: -1.526 -1.240 -1.890
C: -0.752 -3.424 -2.496
F: -0.847 -3.868 -1.233
C: -0.303 -4.294 -3.472
F: 0.025 -5.547 -3.148
C: 3.685 -2.173 2.081
C: 2.210 -1.776 1.947
C: 1.303 -2.969 2.275
C: 1.903 -0.656 2.956
Si: 1.894 -1.073 0.225
O: 0.226 -0.802 0.189
C: 2.337 -2.165 -1.221
C: 2.399 -1.604 -2.502
C: 2.716 -2.379 -3.608
C: 2.977 -3.734 -3.455
C: 2.918 -4.311 -2.195
C: 2.600 -3.532 -1.091
C: 2.736 0.579 0.036
C: 2.141 1.767 0.473
C: 2.799 2.980 0.343
C: 4.070 3.029 -0.216
C: 4.678 1.861 -0.647
C: 4.013 0.648 -0.524
H: 3.892 -2.487 3.109
H: 4.348 -1.334 1.854
H: 3.953 -3.000 1.420
H: 1.531 -3.336 3.281
H: 1.421 -3.807 1.587
H: 0.251 -2.679 2.268
H: 2.011 -1.043 3.974
H: 0.881 -0.278 2.848
H: 2.583 0.189 2.843
H: 2.200 -0.547 -2.633
H: 2.759 -1.925 -4.590
H: 3.219 -4.341 -4.318
H: 3.114 -5.369 -2.072
H: 2.565 -4.005 -0.119
H: 1.144 1.746 0.904
H: 2.319 3.893 0.675
H: 4.581 3.978 -0.321
H: 5.666 1.894 -1.088
H: 4.495 -0.254 -0.884
C: -1.004 2.788 4.345
C: -1.248 3.313 2.923
C: -2.552 4.121 2.892
C: -0.075 4.204 2.500
C: -1.363 2.170 2.002
C: -1.432 1.214 1.255
H: -0.897 3.623 5.041
H: -0.094 2.187 4.381
H: -1.838 2.167 4.675
H: -2.494 4.944 3.607
H: -3.405 3.493 3.151
H: -2.723 4.538 1.899
H: -0.002 5.068 3.164
H: -0.211 4.560 1.477
H: 0.864 3.651 2.552

Here are the Löwdin charges for atoms 1 to 5, given in e: W 1.75; C -0.08; C -0.08; C -0.09; C -0.28

[3]
Formula: C3H6N2O
Source: the OMol25 dataset
Level of theory: ωB97M-V/def2-TZVPD

Results
- max |F| (eV Å⁻¹) = 4.9
- ΔE to the lowest compared entry with this formula, charge and spin (kcal per mole) = 73.2
- electronic energy (eV) = -8233.5234
- HOMO energy (eV) = -9.27

Atoms and positions in Å:
C: -0.019 0.973 -0.011
C: -1.375 0.451 0.075
C: -0.825 -0.874 -0.035
H: 2.028 -0.837 0.950
H: 2.563 -0.576 -0.591
H: 0.668 1.474 0.674
H: 0.064 1.542 -1.005
H: -1.995 0.763 -0.858
H: -1.999 0.498 0.982
N: 1.752 -1.001 -0.009
N: 0.500 -0.478 -0.119
O: -1.364 -1.935 -0.053

Here are the Löwdin charges for atoms 1 to 5, given in e: C -0.13; C -0.12; C -0.54; H 0.08; H 0.13

[4]
Formula: C6H12
Source: the OMol25 dataset
Level of theory: ωB97M-V/def2-TZVPD

Results
- max |F| (eV Å⁻¹) = 0.4
- ΔE to the lowest compared entry with this formula, charge and spin (kcal per mole) = 129.8
- electronic energy (eV) = -6411.3122
- HOMO energy (alpha / beta) (eV) = -9.39 / -9.49

Atoms and positions in Å:
C: -1.115 0.678 1.057
C: -1.254 -0.707 0.430
C: 0.077 -1.476 0.395
C: 1.041 -0.900 -0.605
C: 2.099 -0.151 -0.302
C: 0.170 2.296 -1.272
H: -0.331 1.279 0.567
H: -0.826 0.600 2.112
H: -2.052 1.242 1.006
H: -1.991 -1.290 0.997
H: -1.649 -0.621 -0.593
H: -0.119 -2.528 0.150
H: 0.529 -1.459 1.396
H: 0.815 -1.099 -1.655
H: 2.357 0.073 0.732
H: 2.748 0.266 -1.068
H: 0.444 1.515 -2.014
H: -0.944 2.283 -1.332

Here are the Löwdin charges for atoms 1 to 5, given in e: C -0.12; C -0.26; C -0.23; C -0.22; C -0.02

[5]
Formula: C3H9NS2
Source: the OMol25 dataset
Level of theory: ωB97M-V/def2-TZVPD

Results
- max |F| (eV Å⁻¹) = 4.8
- structure (SMILES) = C=CN.CSS
- ΔE to the lowest compared entry with this formula, charge and spin (kcal per mole) = 45.3
- electronic energy (eV) = -26415.7103
- HOMO energy (eV) = -7.99

Atoms and positions in Å:
C: 1.345 1.285 1.552
C: 1.768 1.523 0.241
N: 3.092 1.219 -0.139
H: 2.245 0.973 2.070
H: 0.367 1.301 1.949
H: 1.136 1.784 -0.635
H: 3.545 0.689 0.554
H: 3.183 0.745 -1.003
C: -1.716 0.509 -1.333
S: -1.726 -0.296 0.204
S: -0.459 -1.821 -0.264
H: -2.810 0.726 -1.521
H: -1.300 1.464 -1.209
H: -1.259 -0.223 -2.037
H: -0.163 -2.039 1.007

Here are the Löwdin charges for atoms 1 to 5, given in e: C -0.02; C -0.26; N 0.02; H 0.04; H 0.01

[6]
Formula: C5H8O4
Source: the OMol25 dataset
Level of theory: ωB97M-V/def2-TZVPD

Results
- max |F| (eV Å⁻¹) = 2.1
- net charge = -2
- ΔE to the lowest compared entry with this formula, charge and spin (kcal per mole) = 16.0
- electronic energy (eV) = -13505.0205
- HOMO energy (eV) = -1.28

Atoms and positions in Å:
C: 0.336 -1.999 -0.966
C: 0.334 -1.142 0.307
C: 0.025 -1.420 -2.374
O: -0.543 -2.232 -3.153
O: 0.412 -0.259 -2.620
H: 1.345 -2.414 -1.039
H: -0.331 -2.866 -0.875
H: -0.621 -0.803 0.708
H: 0.876 -0.224 0.091
H: 0.889 -1.708 1.058
C: 1.012 1.410 2.659
C: -0.350 1.908 2.013
O: -1.370 1.391 2.530
O: -0.252 2.763 1.111
H: 1.810 1.802 2.038
H: 0.787 0.361 2.838
H: 1.037 1.948 3.615

Here are the Löwdin charges for atoms 1 to 5, given in e: C -0.21; C -0.12; C -0.77; O -0.14; O -0.09